(1)
{
  "formula": "C4H8ClFN2",
  "method": "ωB97M-V with the def2-TZVPD basis set",
  "symbols": ["C", "C", "C", "C", "H", "H", "H", "H", "H", "H", "H", "H", "N", "N", "F", "Cl"],
  "coordinates": [[-0.096, -1.048, -0.448], [-0.966, 0.190, -0.610], [0.292, 1.090, -0.408], [1.016, -0.188, 0.129], [-0.816, -1.872, 1.269], [-0.109, -2.982, 0.383], [0.149, -1.451, -1.391], [-1.564, 0.273, 0.321], [-1.647, 0.448, -1.421], [0.740, 1.347, -1.392], [-0.553, 2.773, 0.195], [0.319, 2.005, 1.401], [-0.701, -2.188, 0.306], [0.316, 2.280, 0.413], [0.918, -0.235, 1.511], [2.703, -0.442, -0.256]],
  "smiles": "N[C@@H]1C[C@H](N)[C@@]1(F)Cl",
  "orbital_gap_ev": 10.58,
  "de_lowest_kj_mol": 18.4
}



(2)
{
  "formula": "C15H34IN3O20PS5",
  "method": "ωB97M-V with the def2-TZVPD basis set",
  "symbols": ["N", "P", "C", "I", "C", "C", "C", "N", "C", "N", "H", "H", "H", "H", "H", "H", "H", "H", "H", "H", "H", "H", "H", "H", "C", "C", "O", "S", "O", "O", "O", "H", "H", "H", "H", "C", "C", "O", "S", "O", "O", "O", "H", "H", "H", "H", "C", "C", "O", "S", "O", "O", "O", "H", "H", "H", "H", "C", "C", "O", "S", "O", "O", "O", "H", "H", "H", "H", "C", "C", "O", "S", "O", "O", "O", "H", "H", "H", "H"],
  "coordinates": [[2.907, -3.724, 0.076], [3.375, -2.180, -0.099], [1.990, -1.179, -0.941], [1.616, -2.135, -2.894], [2.752, 0.245, -1.308], [2.644, 0.931, 0.162], [1.119, 0.595, 0.635], [0.812, -0.689, -0.148], [-0.029, -1.658, 0.652], [-0.506, -2.854, -0.095], [2.935, -3.923, 1.103], [3.699, -1.655, 1.206], [4.559, -2.046, -0.928], [3.854, 0.130, -1.660], [2.029, 0.896, -1.940], [3.272, 0.490, 1.025], [2.695, 2.083, 0.090], [0.349, 1.355, 0.213], [0.893, 0.571, 1.786], [0.181, -0.319, -0.886], [-0.981, -1.064, 0.989], [0.511, -1.964, 1.646], [0.149, -3.656, -0.037], [-0.790, -2.641, -1.065], [1.362, 3.387, -4.159], [0.570, 3.421, -5.460], [-0.392, 2.375, -5.337], [-0.813, 2.225, -3.773], [-2.036, 2.948, -3.567], [-0.643, 0.851, -3.386], [0.405, 3.096, -3.139], [2.104, 2.582, -4.170], [1.860, 4.337, -3.954], [1.202, 3.262, -6.336], [0.030, 4.366, -5.569], [0.128, 5.270, 1.689], [-0.975, 4.223, 1.586], [-1.596, 4.456, 0.322], [-0.474, 5.013, -0.721], [0.000, 3.902, -1.513], [-0.959, 6.232, -1.302], [0.673, 5.380, 0.375], [-0.281, 6.245, 1.971], [0.904, 4.983, 2.400], [-1.704, 4.305, 2.393], [-0.558, 3.210, 1.575], [-5.473, -2.852, 1.287], [-5.102, -4.080, 2.109], [-3.716, -4.300, 1.845], [-2.992, -2.867, 1.583], [-2.370, -2.446, 2.810], [-2.280, -2.935, 0.332], [-4.344, -1.982, 1.371], [-5.625, -3.112, 0.235], [-6.367, -2.355, 1.670], [-5.689, -4.957, 1.836], [-5.215, -3.886, 3.180], [-6.519, 4.047, 0.609], [-6.236, 2.551, 0.546], [-5.144, 2.418, -0.363], [-4.194, 3.734, -0.245], [-3.097, 3.423, 0.630], [-4.012, 4.280, -1.559], [-5.239, 4.677, 0.568], [-7.090, 4.377, -0.264], [-7.053, 4.327, 1.519], [-7.098, 1.979, 0.199], [-5.914, 2.169, 1.520], [5.845, -6.712, 1.955], [7.200, -6.490, 1.298], [7.330, -5.073, 1.185], [6.564, -4.371, 2.435], [7.537, -4.065, 3.446], [5.647, -3.395, 1.913], [5.716, -5.669, 2.921], [5.032, -6.607, 1.230], [5.775, -7.689, 2.437], [7.269, -6.963, 0.317], [8.012, -6.854, 1.935]],
  "total_charge": 1,
  "orbital_gap_ev": 7.09,
  "de_lowest_kj_mol": 0.0
}



(3)
{
  "formula": "C29H46ErP2",
  "method": "ωB97M-V with the def2-TZVPD basis set",
  "symbols": ["Er", "C", "C", "C", "C", "C", "C", "H", "H", "H", "C", "H", "H", "H", "C", "H", "H", "H", "C", "H", "H", "H", "C", "H", "H", "H", "C", "C", "C", "C", "C", "C", "C", "C", "H", "H", "H", "H", "H", "H", "H", "H", "H", "H", "H", "H", "P", "C", "C", "P", "C", "C", "C", "H", "H", "H", "H", "H", "H", "H", "H", "H", "H", "H", "H", "H", "H", "C", "C", "C", "C", "C", "C", "H", "H", "H", "H", "H"],
  "coordinates": [[0.916, -0.779, 1.987], [-1.217, -1.041, 3.118], [-0.904, -2.236, 2.378], [0.709, -1.959, 4.027], [-0.254, -0.914, 4.168], [0.299, -2.805, 2.936], [-2.428, -0.187, 2.992], [-2.746, -0.067, 1.948], [-2.230, 0.815, 3.399], [-3.268, -0.630, 3.556], [-0.371, 0.013, 5.323], [-1.426, 0.198, 5.555], [0.102, 0.985, 5.153], [0.089, -0.420, 6.217], [1.929, -2.138, 4.851], [1.745, -1.840, 5.893], [2.778, -1.551, 4.465], [2.230, -3.191, 4.848], [1.113, -3.901, 2.363], [1.508, -4.536, 3.165], [1.976, -3.520, 1.787], [0.508, -4.521, 1.696], [-1.670, -2.795, 1.238], [-1.676, -3.893, 1.274], [-1.238, -2.515, 0.262], [-2.710, -2.444, 1.255], [-1.895, 2.292, -0.860], [-2.884, 1.481, -0.455], [-2.802, -0.001, -0.669], [-2.582, -0.412, -2.163], [-1.333, -1.043, -2.528], [0.014, -0.634, -2.158], [0.055, 0.573, -1.163], [-0.749, 1.792, -1.684], [-3.693, -0.531, -0.306], [-2.799, 0.446, -2.824], [-1.978, -0.420, -0.074], [-1.204, 1.517, -2.721], [-1.885, 3.359, -0.614], [-3.705, 1.844, 0.171], [-0.078, 2.651, -1.863], [-0.351, 0.228, -0.192], [0.499, -1.511, -1.658], [1.094, 0.889, -0.988], [-3.378, -1.135, -2.422], [-1.425, -1.948, -3.126], [-0.785, 1.477, -4.341], [-0.902, 3.185, -4.874], [-1.875, 0.504, -5.399], [1.238, -0.580, -3.503], [0.940, 0.971, -4.423], [0.850, -1.836, -4.743], [2.934, -0.642, -2.971], [-0.003, 3.737, -4.571], [-1.790, 3.635, -4.407], [-1.009, 3.194, -5.968], [-1.697, 0.808, -6.442], [-2.918, 0.741, -5.144], [-1.730, -0.581, -5.307], [3.573, -0.391, -3.827], [3.175, -1.659, -2.632], [3.118, 0.080, -2.162], [1.594, 1.780, -4.054], [1.165, 0.796, -5.493], [1.518, -2.695, -4.596], [1.049, -1.415, -5.743], [-0.194, -2.176, -4.706], [3.205, 3.509, 3.655], [3.239, 2.467, 4.589], [2.574, 1.250, 4.312], [1.906, 1.105, 3.106], [1.826, 2.138, 2.182], [2.499, 3.355, 2.459], [3.738, 4.440, 3.866], [3.774, 2.579, 5.535], [2.589, 0.451, 5.060], [1.242, 2.035, 1.252], [2.468, 4.170, 1.732]],
  "total_charge": 1,
  "s_squared": 4.146,
  "spin_multiplicity": 4,
  "orbital_gap_ev": [5.00, 5.64],
  "de_lowest_kj_mol": 272.4
}



(4)
{
  "formula": "C3H4N4",
  "method": "ωB97M-V with the def2-TZVPD basis set",
  "symbols": ["C", "C", "C", "H", "H", "H", "H", "N", "N", "N", "N"],
  "coordinates": [[1.579, 0.006, -0.370], [-0.899, 0.167, 0.194], [-1.481, 0.507, 1.504], [0.781, -1.385, -1.800], [2.534, 0.609, 0.034], [0.582, 0.747, 1.449], [-1.488, -0.391, -1.722], [1.638, -0.681, -1.519], [0.459, 0.422, 0.372], [-1.689, -0.486, -0.673], [-2.016, 0.486, 2.532]],
  "smiles": "[H]/N=C\\N/C(C#N)=N\\[H]",
  "orbital_gap_ev": 9.20,
  "de_lowest_kj_mol": 378.9
}



(5)
{
  "formula": "C4H10O2",
  "method": "ωB97M-V with the def2-TZVPD basis set",
  "symbols": ["C", "C", "C", "C", "O", "O", "H", "H", "H", "H", "H", "H", "H", "H", "H", "H"],
  "coordinates": [[0.174, -0.174, -0.019], [-1.318, -0.177, -0.014], [0.782, -1.011, 1.077], [0.837, 1.167, -0.230], [0.312, -1.064, -1.428], [-1.932, 0.951, 0.550], [0.517, -0.755, -2.318], [-2.001, 1.643, -0.116], [-1.755, -1.079, 0.421], [-1.383, -0.362, -1.166], [0.382, -2.021, 1.047], [0.527, -0.567, 2.041], [1.862, -1.063, 0.959], [0.349, 1.714, -1.035], [1.894, 1.032, -0.447], [0.754, 1.767, 0.679]],
  "smiles": "CC(C)(O)CO",
  "orbital_gap_ev": 10.61,
  "de_lowest_kj_mol": 195.0
}